Record 1
Molecular formula: C35H50BrCl2F4N4OS3SiW
Method: DFT, ωB97M-V/def2-TZVPD

- HOMO-LUMO gap (alpha / beta): 0.2615 / 0.2615 hartree
- HOMO energy (alpha / beta): -10.5 / -10.5 eV
- Total charge: +1
- Energy above the lowest of the compared OMol25 structures with the same formula, charge and spin: 0.474 eV
- Electronic energy: -193277.6230 eV
- Max |F|: 0.821 eV Å⁻¹

Each line ends with the Löwdin charge.
Positions of all 102 atoms, in Å:
W1 -0.370 0.881 -0.103  0.8203
C1 -2.409 1.587 1.832  -0.2254
N1 -1.135 0.943 2.125  -0.3071
C2 -1.273 -0.297 2.910  -0.0489
C3 -0.105 1.819 2.704  -0.1706
C4 1.238 1.195 2.342  -0.1684
N2 1.103 0.442 1.075  -0.2185
C5 2.262 -0.293 0.732  -0.2009
C6 2.202 -1.678 0.623  -0.1740
F1 1.037 -2.296 0.848  0.0724
C7 3.319 -2.415 0.279  -0.2014
F2 3.212 -3.741 0.185  0.1144
C8 4.528 -1.798 0.038  0.1028
C9 4.598 -0.424 0.142  -0.2013
F3 5.746 0.205 -0.107  0.1214
C10 3.485 0.323 0.479  -0.1553
F4 3.572 1.657 0.508  0.1131
H1 -2.616 2.470 2.442  0.1402
H2 -3.213 0.862 1.953  0.1179
H3 -2.315 2.945 0.366  -0.0465
H4 -1.559 -0.069 3.940  0.1087
H5 -0.329 -0.835 2.908  0.0889
H6 -2.028 -0.936 2.455  0.0511
H7 -0.216 1.910 3.789  0.1369
H8 -0.204 2.808 2.258  0.1019
H9 1.595 0.520 3.123  0.1334
H10 1.983 1.981 2.206  0.1228
H11 5.401 -2.377 -0.229  0.1494
S1 0.695 0.172 -1.940  0.6287
C11 1.841 1.462 -2.379  -0.5934
C12 2.860 1.235 -3.289  -0.0311
C13 3.734 2.265 -3.622  -0.1667
C14 4.800 2.014 -4.550  -0.1644
N3 5.658 1.794 -5.282  0.1929
C15 3.563 3.532 -3.047  -0.1632
C16 2.532 3.752 -2.142  -0.0378
C17 1.673 2.718 -1.806  -0.6220
S2 0.396 2.971 -0.598  0.6595
C18 4.448 4.612 -3.384  -0.1613
N4 5.146 5.482 -3.659  0.1946
H12 2.987 0.258 -3.738  0.1274
H13 2.413 4.732 -1.697  0.1280
Cl1 -0.976 3.424 -4.106  0.5980
C19 -1.677 1.828 -3.856  -0.9491
Cl2 -2.532 1.713 -2.296  0.5801
H14 -0.882 1.091 -3.836  -0.0215
H15 -2.391 1.627 -4.645  0.0383
C20 -4.571 -3.585 -3.667  -0.0735
C21 -3.334 -3.012 -2.949  -0.6247
C22 -2.176 -4.006 -3.120  -0.0912
C23 -2.903 -1.712 -3.651  -0.1196
Si1 -3.748 -2.742 -1.106  0.6481
Br1 -1.915 -1.359 -0.406  0.5897
C24 -5.338 -1.732 -0.756  -0.6120
C25 -5.241 -0.892 0.526  -0.1048
C26 -6.529 -2.700 -0.633  -0.0763
C27 -5.651 -0.748 -1.892  -0.0919
C28 -3.461 -4.238 0.051  -0.6276
C29 -1.985 -4.636 0.206  -0.1107
C30 -4.229 -5.449 -0.516  -0.0745
C31 -3.990 -3.944 1.463  -0.0929
H16 -4.300 -3.821 -4.700  0.0968
H17 -5.400 -2.877 -3.705  0.0640
H18 -4.931 -4.507 -3.209  0.0772
H19 -1.930 -4.076 -4.184  0.0957
H20 -2.436 -5.010 -2.785  0.0684
H21 -1.274 -3.683 -2.595  0.0778
H22 -2.724 -1.934 -4.708  0.0970
H23 -1.969 -1.325 -3.236  0.0313
H24 -3.655 -0.928 -3.602  0.0526
H25 -5.127 -1.491 1.427  0.0701
H26 -6.161 -0.308 0.630  0.0952
H27 -4.414 -0.182 0.464  0.0308
H28 -6.446 -3.362 0.228  0.0630
H29 -6.660 -3.312 -1.527  0.0809
H30 -7.444 -2.114 -0.504  0.0972
H31 -4.843 -0.032 -2.046  0.0423
H32 -6.548 -0.181 -1.624  0.0953
H33 -5.858 -1.248 -2.837  0.0660
H34 -1.521 -4.935 -0.730  0.0670
H35 -1.933 -5.493 0.884  0.0948
H36 -1.385 -3.837 0.643  0.0338
H37 -3.822 -5.780 -1.472  0.0679
H38 -5.295 -5.258 -0.644  0.0740
H39 -4.130 -6.285 0.183  0.0973
H40 -3.506 -3.069 1.904  0.0658
H41 -3.767 -4.800 2.107  0.0959
H42 -5.068 -3.794 1.487  0.0627
O1 -2.347 1.941 0.450  -0.3515
S3 -2.426 4.966 0.652  0.8831
C32 -2.311 5.524 -1.092  -0.4328
C33 -3.699 6.038 -1.460  -0.2388
C34 -4.701 5.142 -0.741  -0.2488
C35 -4.249 5.095 0.712  -0.4254
H43 -2.019 4.678 -1.713  0.0063
H44 -1.540 6.288 -1.159  0.0815
H45 -3.835 6.024 -2.542  0.1186
H46 -3.820 7.070 -1.123  0.1189
H47 -4.676 4.136 -1.171  0.1048
H48 -5.722 5.516 -0.820  0.1183
H49 -4.653 4.247 1.264  0.0738
H50 -4.512 6.010 1.243  0.0791

Record 2
Molecular formula: C35H50IrN5OS2Si
Method: DFT, ωB97M-V/def2-TZVPD

- HOMO-LUMO gap (alpha / beta): 0.1887 / 0.2123 hartree
- HOMO energy (alpha / beta): -5.0 / -7.4 eV
- Total charge: 0
- Energy above the lowest of the compared OMol25 structures with the same formula, charge and spin: 0.118 eV
- <S²>: 6.07
- Electronic energy: -78991.2940 eV
- Multiplicity: 5
- Max |F|: 0.500 eV Å⁻¹

Each line ends with the Löwdin spin population.
Positions of all 95 atoms, in Å:
Ir1 0.562 -0.566 0.504  1.2636
N1 4.855 0.096 -0.259  0.0365
C1 3.538 0.078 0.139  0.0724
S1 2.384 -0.572 -1.007  0.2592
N2 3.224 0.575 1.281  0.0044
N3 1.860 0.597 1.520  0.2539
C2 1.453 1.514 2.394  0.1616
C3 0.083 1.744 2.512  0.1161
C4 -0.476 2.676 3.429  0.0521
C5 -1.828 2.772 3.560  0.0533
C6 -2.662 1.950 2.764  0.1108
C7 -2.062 1.114 1.857  0.0280
N4 -0.736 0.998 1.698  0.2470
H1 5.137 -0.614 -0.913  0.0047
H2 5.515 0.303 0.474  0.0015
H3 2.190 2.083 2.945  0.0087
H4 0.194 3.278 4.029  0.0010
H5 -2.260 3.466 4.269  0.0012
H6 -3.739 1.979 2.849  0.0079
H7 -2.672 0.482 1.223  -0.0001
C8 0.511 -1.290 4.001  0.0221
Si1 0.474 -2.190 2.345  0.1324
C9 -1.216 -3.156 2.366  0.0290
C10 -1.289 -4.333 1.390  0.0010
C11 -2.358 -2.188 2.033  0.0100
C12 -1.504 -3.699 3.776  0.0072
C13 1.980 -3.392 2.347  0.0201
C14 3.225 -2.609 2.781  0.0014
C15 1.784 -4.530 3.357  0.0049
C16 2.257 -4.005 0.970  0.0033
H8 0.624 -2.000 4.825  0.0034
H9 -0.414 -0.730 4.163  -0.0002
H10 1.334 -0.579 4.049  0.0016
H11 -1.164 -4.017 0.353  0.0002
H12 -2.273 -4.810 1.463  0.0005
H13 -0.542 -5.099 1.602  0.0000
H14 -2.266 -1.765 1.031  0.0050
H15 -2.399 -1.360 2.745  0.0003
H16 -3.318 -2.715 2.084  0.0001
H17 -0.760 -4.420 4.113  0.0002
H18 -2.476 -4.207 3.773  0.0021
H19 -1.557 -2.900 4.517  0.0003
H20 3.129 -2.233 3.802  0.0001
H21 3.432 -1.757 2.136  0.0008
H22 4.098 -3.272 2.756  0.0000
H23 1.549 -4.159 4.357  0.0002
H24 2.715 -5.104 3.434  0.0013
H25 0.998 -5.227 3.060  0.0001
H26 2.516 -3.233 0.241  0.0016
H27 1.404 -4.575 0.593  0.0001
H28 3.104 -4.698 1.034  -0.0001
S2 -1.105 -3.411 -2.713  0.0060
C17 -0.172 -2.793 -1.415  0.0153
N5 -0.533 -1.635 -0.956  0.0188
C18 -1.600 -1.116 -1.692  0.0036
C19 -2.118 0.170 -1.559  0.0035
C20 -3.141 0.549 -2.398  0.0010
C21 -3.643 -0.330 -3.369  -0.0007
C22 -3.108 -1.589 -3.536  0.0011
C23 -2.066 -1.970 -2.689  -0.0001
H29 0.651 -3.353 -0.998  0.0017
H30 -1.675 0.855 -0.851  0.0031
H31 -3.551 1.548 -2.319  0.0003
H32 -4.448 -0.007 -4.016  -0.0001
H33 -3.472 -2.253 -4.308  0.0001
C24 1.121 4.362 -0.174  0.0090
C25 -0.202 4.718 -0.859  0.0161
C26 -1.389 4.115 -0.106  0.0105
C27 -0.237 4.343 -2.319  0.1585
C28 -0.547 5.277 -3.277  -0.0053
C29 -0.565 4.947 -4.635  0.2279
C30 -0.233 3.659 -5.067  -0.0051
C31 0.093 2.669 -4.176  0.1571
C32 0.539 1.312 -4.661  0.0159
C33 2.021 1.090 -4.336  0.0129
C34 -0.309 0.151 -4.134  0.0076
C35 0.041 2.970 -2.744  0.0716
O1 0.241 2.069 -1.907  0.3234
H34 1.122 4.761 0.842  0.0010
H35 1.971 4.791 -0.709  0.0002
H36 1.258 3.283 -0.116  0.0008
H37 -0.309 5.807 -0.830  -0.0001
H38 -1.334 3.029 -0.133  -0.0001
H39 -2.338 4.433 -0.544  0.0004
H40 -1.370 4.423 0.940  0.0014
H41 -0.772 6.293 -2.972  -0.0045
H42 -0.820 5.706 -5.364  0.0133
H43 -0.220 3.442 -6.129  -0.0045
H44 0.431 1.340 -5.750  -0.0001
H45 2.177 1.072 -3.258  0.0036
H46 2.642 1.875 -4.771  0.0004
H47 2.350 0.130 -4.739  0.0015
H48 -0.140 0.019 -3.068  -0.0001
H49 -0.024 -0.770 -4.649  0.0006
H50 -1.375 0.320 -4.302  0.0002

Record 3
Molecular formula: C35H51KN8O8S4Se2
Method: DFT, ωB97M-V/def2-TZVPD

- HOMO-LUMO gap: 0.1517 hartree
- HOMO energy: -1.3 eV
- Total charge: -2
- Energy above the lowest of the compared OMol25 structures with the same formula, charge and spin: 0.239 eV
- Electronic energy: -255788.0822 eV
- Max |F|: 1.893 eV Å⁻¹

Each line ends with the Löwdin charge.
Positions of all 109 atoms, in Å:
K1 -0.642 1.151 -0.206  0.7532
O1 1.732 -0.015 -3.716  0.0302
C1 0.874 0.562 -2.925  -0.5306
O2 0.110 0.022 -2.150  -0.0483
C2 0.887 2.077 -3.111  -0.1074
O3 0.257 2.725 -2.031  -0.2065
C3 -0.807 3.613 -2.382  -0.1077
C4 -1.794 3.772 -1.203  -0.6509
O4 -2.002 4.933 -0.807  -0.0223
O5 -2.308 2.712 -0.764  -0.1743
H1 1.634 -1.064 -3.769  -0.0598
H2 0.358 2.261 -4.052  0.1402
H3 1.919 2.421 -3.222  0.1328
H4 -1.358 3.196 -3.233  0.1335
H5 -0.408 4.599 -2.636  0.1200
O6 -0.998 -1.274 -7.553  -0.1446
C5 -0.340 -1.655 -6.334  -0.2653
C6 -1.111 -2.744 -5.580  -0.6022
C7 -0.921 -4.085 -6.296  -0.2426
O7 -1.287 -4.060 -7.679  -0.0970
C8 -0.584 -2.876 -4.143  -0.5551
Se1 1.375 -3.088 -3.901  0.4913
C9 -2.619 -2.431 -5.522  -0.5988
Se2 -3.142 -0.543 -5.202  0.3538
H6 -1.790 -0.785 -7.245  -0.0124
H7 -0.231 -0.778 -5.692  0.0859
H8 0.653 -2.011 -6.605  0.1025
H9 -1.541 -4.848 -5.808  0.1181
H10 0.129 -4.382 -6.200  0.0822
H11 -1.280 -3.124 -7.942  0.0497
H12 -1.044 -3.762 -3.698  0.0463
H13 -0.924 -2.009 -3.574  0.0376
H14 -3.055 -3.075 -4.754  0.0463
H15 -3.076 -2.729 -6.466  0.0393
N1 0.410 0.743 4.143  0.0990
C10 -0.817 0.151 3.952  -0.7071
N2 -1.299 -0.074 2.777  0.0874
C11 -2.554 -0.644 2.866  -0.3556
C12 -3.011 -0.873 4.121  -0.3653
S1 -1.820 -0.363 5.271  0.9962
C13 -3.261 -0.910 1.603  -0.3684
C14 -4.125 -1.925 1.360  -0.3843
S2 -4.641 -1.845 -0.287  1.0196
C15 -3.609 -0.457 -0.534  -0.6743
N3 -2.962 -0.087 0.548  0.0464
N4 -3.576 0.217 -1.692  0.1207
H16 0.668 1.265 3.307  0.0522
H17 0.451 1.335 4.959  0.0786
H18 -3.970 -1.257 4.421  0.0638
H19 -4.404 -2.733 2.013  0.0612
H20 -3.601 -0.267 -2.589  -0.0255
H21 -3.010 1.065 -1.689  0.0641
C16 3.425 -6.582 2.574  -0.0667
C17 2.787 -5.385 1.922  -0.2796
C18 3.461 -4.665 0.945  -0.0170
C19 2.868 -3.587 0.298  -0.2032
C20 3.606 -2.814 -0.756  -0.0441
C21 1.572 -3.220 0.661  -0.0850
C22 0.927 -2.063 -0.050  -0.1722
O8 0.586 -1.075 0.563  -0.0595
C23 0.880 -3.906 1.664  -0.1923
C24 -0.512 -3.510 2.074  -0.0220
C25 1.503 -4.989 2.273  -0.0207
H22 4.505 -6.580 2.425  0.0661
H23 3.036 -7.513 2.156  0.0764
H24 3.231 -6.601 3.648  0.0699
H25 4.472 -4.951 0.674  0.1073
H26 4.624 -3.190 -0.870  0.0727
H27 3.658 -1.753 -0.500  0.0621
H28 3.091 -2.890 -1.717  0.0075
H29 0.797 -2.133 -1.144  0.0932
H30 -0.614 -2.431 2.148  0.0518
H31 -0.763 -3.944 3.044  0.0777
H32 -1.250 -3.860 1.347  0.0962
H33 0.970 -5.531 3.048  0.1106
C26 -4.036 4.577 2.696  -0.1712
C27 -3.758 3.214 2.102  -0.1910
N5 -2.404 2.828 2.473  0.0852
C28 -1.352 3.703 2.276  -0.3804
N6 -0.181 3.199 2.081  0.0663
C29 0.949 4.090 1.892  -0.2479
C30 0.728 5.493 2.433  -0.1722
C31 -0.623 5.976 1.951  -0.1789
N7 -1.648 5.052 2.409  -0.0395
C32 -3.001 5.539 2.155  -0.1777
H34 -3.971 4.524 3.787  0.1094
H35 -5.036 4.922 2.427  0.1089
H36 -3.862 3.236 1.012  0.1105
H37 -4.438 2.457 2.500  0.1153
H38 -2.155 1.911 2.130  0.0679
H39 1.192 4.143 0.823  0.1146
H40 1.829 3.637 2.363  0.0471
H41 1.520 6.167 2.099  0.1056
H42 0.738 5.480 3.528  0.1092
H43 -0.647 6.043 0.856  0.1161
H44 -0.865 6.963 2.358  0.1136
H45 -3.136 5.666 1.074  0.1090
H46 -3.082 6.519 2.638  0.1123
S3 2.966 0.976 1.172  0.7309
C33 4.117 1.121 2.310  -1.1581
N8 5.282 0.424 2.370  -0.0823
C34 6.294 0.918 3.279  -0.2555
C35 5.506 1.496 4.450  -0.4500
S4 4.029 2.220 3.687  0.8999
H47 5.512 -0.127 1.558  0.1310
H48 6.909 1.693 2.805  0.1148
H49 6.943 0.103 3.602  0.1156
H50 6.068 2.259 4.983  0.0700
H51 5.216 0.708 5.145  0.0767

Record 4
Molecular formula: C35H52BrIrN3OP2
Method: DFT, ωB97M-V/def2-TZVPD

- HOMO-LUMO gap (alpha / beta): 0.2210 / 0.1299 hartree
- HOMO energy (alpha / beta): -17.1 / -17.9 eV
- Total charge: +4
- Energy above the lowest of the compared OMol25 structures with the same formula, charge and spin: 3.041 eV
- <S²>: 8.80
- Electronic energy: -135069.1894 eV
- Multiplicity: 6
- Max |F|: 3.705 eV Å⁻¹

Each line ends with the Löwdin spin population.
Positions of all 95 atoms, in Å:
C1 0.106 4.307 -2.728  0.0093
C2 -0.460 3.061 -3.104  0.0276
C3 -0.779 2.895 -4.477  0.0123
C4 -0.652 3.996 -5.343  0.0005
N1 -0.231 5.189 -4.928  0.0056
C5 0.196 5.333 -3.679  -0.0002
C6 -0.552 1.954 -2.151  0.1986
C7 -1.339 1.119 -1.396  0.1705
C8 -2.622 0.739 -0.822  0.1662
C9 -2.669 -0.336 0.113  0.0480
C10 -3.789 -0.579 0.899  0.0592
C11 -4.930 0.251 0.773  0.1771
C12 -4.932 1.240 -0.240  0.0676
C13 -3.819 1.454 -1.042  0.0229
Ir1 0.525 0.832 -1.045  1.3428
P1 2.415 -0.353 -0.881  0.1264
H1 -1.112 1.934 -4.876  0.0006
H2 0.486 4.472 -1.722  0.0008
H3 -0.915 3.902 -6.404  0.0002
H4 0.620 6.307 -3.430  0.0001
H5 -3.816 2.233 -1.817  -0.0010
H6 -1.777 -0.957 0.240  -0.0004
H7 -5.820 1.860 -0.400  0.0001
H8 -3.765 -1.389 1.626  0.0001
C14 1.947 -1.535 0.474  0.0105
C15 2.527 -2.938 0.368  0.0039
H9 0.846 -1.546 0.539  0.0030
H10 2.298 -1.053 1.400  0.0001
H11 2.199 -3.512 1.246  0.0003
H12 2.193 -3.479 -0.528  0.0009
H13 3.622 -2.908 0.385  0.0002
C16 2.848 -1.137 -2.473  0.0266
C17 3.908 -0.431 -3.313  0.0028
H14 1.903 -1.177 -3.024  0.0062
H15 3.142 -2.166 -2.238  0.0033
H16 3.950 -0.914 -4.297  0.0002
H17 3.685 0.633 -3.473  0.0013
H18 4.896 -0.511 -2.852  0.0001
C18 4.071 0.229 -0.284  0.0370
C19 5.135 -0.847 -0.067  0.0117
H19 3.912 0.798 0.642  0.0000
H20 4.394 0.947 -1.048  0.0012
H21 6.106 -0.365 0.103  0.0029
H22 4.922 -1.459 0.812  0.0001
H23 5.244 -1.524 -0.923  0.0005
Br1 -6.332 0.126 1.925  0.2570
P2 -1.371 -2.337 -2.961  0.5893
C20 0.143 -3.039 -2.341  0.0990
C21 0.167 -4.572 -2.149  0.0097
H24 0.290 -2.477 -1.397  0.0289
H25 0.950 -2.789 -3.052  0.0022
H26 1.179 -4.896 -1.869  -0.0004
H27 -0.544 -4.916 -1.383  0.0001
H28 -0.084 -5.072 -3.095  0.0022
C22 -2.717 -2.962 -1.929  0.0710
C23 -3.791 -3.734 -2.707  0.0271
H29 -3.175 -2.128 -1.385  0.0132
H30 -2.278 -3.623 -1.170  0.0012
H31 -4.569 -4.093 -2.022  0.0016
H32 -4.280 -3.106 -3.461  0.0004
H33 -3.366 -4.609 -3.209  0.0020
C24 -1.828 -0.796 -3.736  0.0984
C25 -2.647 -0.995 -5.026  0.0305
H34 -0.924 -0.190 -3.909  0.0081
H35 -2.423 -0.245 -2.997  0.0173
H36 -2.985 -0.027 -5.413  0.0014
H37 -2.038 -1.487 -5.791  0.0024
H38 -3.537 -1.601 -4.821  0.0015
C26 -1.740 -0.328 6.583  0.0504
C27 -0.238 -0.351 6.416  0.0508
N2 0.314 0.734 5.553  0.5202
C28 0.024 2.088 6.051  0.0668
C29 0.567 2.293 7.468  0.0279
C30 0.306 0.456 4.197  0.0160
O1 -0.178 -0.598 3.768  0.2196
C31 0.964 1.365 3.205  0.0051
C32 2.008 2.275 3.416  0.0005
C33 2.538 2.910 2.289  0.0051
C34 2.176 2.492 0.996  0.0092
N3 1.251 1.519 0.816  0.1310
C35 0.577 1.057 1.896  0.0116
H39 -2.091 0.595 7.055  0.0023
H40 -2.027 -1.168 7.222  0.0022
H41 -2.239 -0.456 5.616  0.0021
H42 0.267 -0.235 7.382  0.0142
H43 0.056 -1.291 5.941  0.0025
H44 0.463 2.820 5.361  0.0021
H45 -1.072 2.252 6.063  0.0394
H46 1.567 1.844 7.580  0.0003
H47 0.648 3.372 7.655  0.0016
H48 -0.107 1.865 8.228  0.0002
H49 2.370 2.476 4.420  0.0002
H50 3.252 3.717 2.367  0.0007
H51 2.646 2.894 0.090  0.0044
H52 -0.259 0.400 1.653  0.0015

Which value of max |F| does entry 4 give?
3.705 eV Å⁻¹